1.
Below is the ion C4H5N2O with charge +1 at a distorted geometry, with properties calculated with wB97M-V/def2-TZVPD.

XYZ file:
```
12
Properties=species:S:1:pos:R:3:forces:R:3:mulliken_charge:R:1
C -1.157445 -0.714803 0.154996 -0.66 -4.37 -3.32 -1.177
O -2.895704 1.470985 -0.042893 -1.91 -0.53 0.03 -0.358
H -1.431786 -0.350467 1.039895 -1.15 1.67 3.39 0.662
H 2.073210 0.351277 -0.122010 0.51 -0.63 -0.16 0.373
H 1.319027 2.438374 0.164900 1.02 2.43 0.26 0.460
H -1.833150 -1.528657 -0.282946 0.83 1.39 0.83 0.280
C 0.611742 1.704502 0.131806 -0.64 -4.32 0.20 -0.214
C 1.010691 0.404793 -0.023931 -1.00 0.99 -0.49 -0.236
N -0.739047 1.950246 0.274310 0.65 1.32 -0.08 0.152
H 0.240859 -1.448745 -1.108706 0.68 0.95 0.30 0.315
C 0.064632 -0.660627 -0.351283 0.78 -0.06 -0.59 0.163
N -1.765911 1.533823 0.015004 0.87 1.16 -0.36 0.581
```
Positions in Å, forces in eV/Å.

Computed properties:
charge = +1
frontier orbital gap = 8.809 eV
HOMO energy = -14.8 eV
energy above the lowest of the compared OMol25 structures with the same formula, charge and spin = 475.7 kJ/mol
E = -9243.3198 eV
structure (SMILES) = C=C/C=C\N=[N+]=O
2S+1 = 1
M = 97.1 g/mol

***

2.
Below is a cluster of 10 separate species, C29H80N5O16 in total at a distorted geometry, with properties calculated with wB97M-V/def2-TZVPD.

XYZ file:
```
130
Properties=species:S:1:pos:R:3:forces:R:3:mulliken_charge:R:1
H -2.660036 -1.266508 -1.062279 -1.98 0.05 3.38 0.212
H -1.113228 -0.429127 -2.111293 -0.21 0.15 -1.07 -0.756
H -1.938377 -5.556509 1.467791 0.09 0.00 -0.95 -0.015
C 6.205154 -4.378747 2.832697 -1.11 -1.99 4.07 -0.972
H 2.775623 -3.130582 -3.543814 2.01 -2.08 -0.85 0.622
O -7.148937 0.617793 -1.365756 1.04 0.50 -1.18 -0.240
H 3.269061 -1.922952 2.605381 0.08 -0.45 -0.25 -0.208
H 6.872920 -3.741091 3.387092 0.55 0.51 -0.03 0.334
C 2.360869 3.373631 1.124257 -1.72 1.06 2.18 0.246
H -0.217468 0.926567 4.543494 -2.16 -1.41 1.20 0.482
H -2.845896 3.044101 0.317551 -0.91 -0.94 -0.13 -0.138
H -1.901481 -1.196175 1.211322 -0.34 0.08 -1.28 0.186
H 2.753713 -0.563476 0.465132 0.00 -0.87 -0.06 -0.492
N 3.662033 -0.937926 0.784547 0.24 1.61 1.50 -0.630
H -3.123591 -2.043140 -2.554415 -1.83 -2.11 0.01 0.443
C 0.744398 2.269753 -4.281598 -1.40 -0.86 0.82 0.422
H 2.776437 2.191330 -4.555872 0.26 0.14 -2.11 0.452
C 0.337412 0.378956 -0.777573 2.20 -0.56 2.83 -0.070
H -4.356106 2.206846 -1.346024 -0.18 -1.89 0.21 0.181
C 0.813755 1.007475 4.712041 0.40 -4.11 -0.92 -1.116
O -1.862349 -0.830376 -2.594147 4.99 8.53 -6.03 -0.524
H 1.289202 2.071052 3.246021 1.13 -0.22 -2.92 0.363
H -5.062926 -0.699794 -2.184880 0.44 0.30 -0.47 0.059
H 5.354116 -3.119126 0.672645 -0.42 -0.97 -1.19 0.538
H -1.664052 2.280173 3.082844 -0.04 0.49 1.09 0.512
C -0.981235 -4.054037 2.496122 -1.71 1.47 1.92 -0.210
H -0.094487 1.809515 -3.761000 0.26 0.19 1.36 -0.367
H 3.535647 5.011275 1.233840 0.57 0.73 0.67 0.372
H 5.986256 -5.283776 3.530186 0.39 1.43 -0.74 0.229
H -4.510843 0.722184 -0.189969 -0.41 0.39 -1.63 0.289
C -1.446722 1.801348 2.162942 -0.15 0.85 -1.41 -0.534
H 0.352045 -6.215920 1.398529 -1.03 -0.07 1.74 0.240
H -0.323302 6.387465 -0.612817 -0.61 -0.29 -0.35 0.390
H 5.581764 -1.930340 1.701723 1.35 0.85 1.58 0.598
O -0.723495 1.215932 -0.806662 0.19 -1.72 -2.31 0.463
C 1.444838 -0.270288 4.068771 -0.44 2.83 -1.58 0.659
H -2.800712 -6.927374 3.211638 0.03 0.61 -0.32 0.434
C -1.232854 -2.732506 -1.611734 -3.22 -1.99 0.95 -0.111
H -3.202802 0.826450 -1.354685 -0.78 0.21 -0.24 -0.351
H -0.032588 -3.814056 2.156344 2.35 -0.29 -0.23 -0.159
H 4.538025 3.591161 1.585409 -0.95 0.07 0.41 0.277
N -2.799276 4.831273 -1.075269 -1.12 0.69 -1.48 -0.881
H 1.254432 2.857286 -0.622325 -0.01 -0.50 -0.20 0.226
H 3.814986 -0.301445 1.593858 0.54 0.28 -1.29 0.296
H 0.746331 3.356346 -4.069427 0.14 -0.56 -0.25 0.067
H 0.960202 -1.421594 5.456406 -0.75 -0.22 -1.67 0.340
H -2.365131 1.309118 1.827251 0.11 -0.05 -0.25 0.406
O 4.983995 -3.829456 2.593564 -1.12 1.79 -0.86 -0.276
H -2.562873 4.150881 1.602007 0.16 0.85 0.17 0.557
C 2.505837 -2.316399 -2.968366 5.15 -0.35 2.64 -0.032
C 1.731742 4.869729 -2.147026 0.08 0.00 1.07 -0.666
O 2.091157 4.731997 -0.746813 -1.35 1.36 -1.52 -0.491
H 3.170426 1.687080 1.300551 0.51 -1.10 0.16 0.288
O -1.020786 2.818765 1.191697 -0.21 -1.12 1.48 -0.395
H -0.385676 -7.298625 2.496949 0.51 1.61 -0.39 0.295
H 1.363293 -0.180960 2.948515 0.20 -0.18 0.91 -0.955
H -1.125523 -3.740523 3.549923 0.74 -0.07 -0.06 0.248
H -0.790071 -2.995027 -2.571502 -0.14 -0.91 0.11 0.443
H 2.446951 -0.427320 4.369179 1.57 0.36 -0.06 0.671
O 1.591863 -1.788873 -3.659836 -6.76 3.98 -3.43 -0.676
C -2.095524 3.646308 0.771439 1.89 -0.81 -1.67 -0.795
H -6.447804 1.851363 -2.879593 -0.41 -0.13 -0.33 0.364
O 0.391316 2.023739 -5.590610 -0.36 0.35 -2.93 -0.661
H 2.867483 -3.382167 -0.106946 -0.05 0.28 0.30 0.090
C 3.547260 4.074761 1.785893 -0.68 0.59 -1.88 -1.455
H 1.218683 1.123284 5.659111 -0.21 -0.56 2.73 0.498
H 3.465747 -0.477863 -2.194936 -2.16 3.65 2.45 0.107
H -2.585010 5.593877 -1.702483 -0.28 0.37 -0.20 0.323
H -0.221314 -1.850918 1.543274 -0.17 0.11 -0.57 -0.015
H 0.654911 4.914811 -2.338881 -0.13 -0.41 0.41 0.116
C -6.463165 0.785697 -2.613908 -0.13 0.01 1.71 -1.122
H -6.874709 0.122710 -3.406681 -0.08 0.53 0.37 0.421
H -0.702110 1.762606 -0.052110 -0.20 1.50 2.28 -0.287
H 2.088474 5.815666 -2.473080 0.55 0.96 -0.13 0.405
H -0.025639 5.263322 0.553916 2.35 -0.83 1.78 0.406
H 2.098638 0.585798 -4.456672 -0.51 -0.51 -0.33 0.367
H -5.090939 0.704079 -4.402476 0.50 0.21 0.59 0.308
C 4.964569 -2.787026 1.608527 -1.15 -0.27 0.52 -1.288
H -0.986468 3.954296 -1.197737 0.59 -0.70 0.82 -0.573
H -3.808177 0.028714 -3.756269 1.69 -0.18 -0.97 0.250
H 2.153552 -2.714332 -2.068038 -0.45 -0.71 2.07 -0.242
C -4.296947 1.046417 -1.267739 1.51 1.82 1.91 -0.564
H 1.382866 3.751104 1.500035 0.71 0.98 0.10 -0.135
H -2.977712 4.055345 -1.703987 -0.68 -0.01 -0.11 0.241
C 2.066740 1.581776 -4.025088 -1.87 0.96 -9.39 -0.449
H -9.179287 0.992692 -1.643036 0.18 -0.72 -0.58 0.247
H 4.498339 -1.712748 -0.991100 0.35 -0.24 -0.52 0.251
N -4.407516 0.811019 -3.628043 0.11 -0.72 -1.54 -0.704
C -1.373437 -5.471007 2.383752 0.62 -1.30 -2.07 0.913
O 0.745839 -0.103506 -1.816605 -0.73 -0.31 -2.98 1.675
C -5.011476 0.391196 -2.404334 -2.18 -0.22 1.05 1.027
H -1.404187 -1.522826 2.751510 0.28 0.46 1.00 0.508
C -1.574861 4.477814 -0.443815 -0.25 1.30 1.79 2.017
H -8.575353 -0.074817 -0.385223 -0.95 -0.56 0.04 0.227
H 1.553337 1.592271 1.171730 1.20 -0.13 0.93 -0.283
C 2.548760 -3.101088 0.909837 0.97 -1.30 0.36 -0.900
C 3.650679 -1.328419 -2.660621 1.64 -4.44 -1.06 -0.309
C 2.154424 3.385682 -0.337838 2.18 1.24 -0.78 0.129
H 6.629792 -4.858365 2.042675 1.53 -0.80 -2.84 0.411
O 4.670896 -1.978670 -1.922848 0.30 -0.41 1.75 -0.713
C -2.353607 -1.744404 -1.912056 -0.16 -5.36 2.76 -0.248
H 2.436370 -4.038161 1.469575 0.38 0.03 0.05 0.622
C -0.820151 5.697248 0.084591 -0.70 0.12 -1.60 -1.822
O -1.812216 -3.191518 1.763070 -1.39 -0.03 -1.10 -0.524
O 0.720731 -1.323176 4.488370 -1.13 -2.98 2.74 -0.438
H -8.479899 -0.750361 -2.053912 -0.73 0.47 -0.02 0.361
C -2.342927 -5.938521 3.393651 0.29 -0.63 1.88 -1.733
O 1.089692 2.122588 4.140818 1.49 6.49 -0.04 -0.539
C 3.570316 -2.165941 1.568976 -1.20 -1.40 -0.92 1.667
H 4.200214 -0.964743 -3.471379 0.23 0.20 -2.39 0.433
H 1.556117 -2.733710 0.876146 -0.85 0.95 -0.22 -0.502
O -1.803517 -3.819940 -0.818440 0.58 -1.04 -2.04 -0.741
H 3.233057 4.148549 2.825933 0.73 0.21 0.04 0.365
N 2.336228 2.084584 1.692637 -1.29 -2.38 -1.23 -0.588
H -1.818998 -6.044701 4.346775 0.04 -0.01 0.26 0.426
H -0.469034 -2.351634 -1.017319 1.42 1.48 0.89 -0.198
H 1.919984 1.324856 -2.341371 -1.13 -1.30 2.47 -0.667
C -8.463518 0.165901 -1.438849 0.38 0.20 1.13 -0.813
H -1.393405 6.255891 0.786301 -0.66 0.43 0.52 0.469
H -2.111784 -3.560035 0.056355 0.41 0.60 0.11 0.517
H 2.172117 4.119043 -2.790013 0.22 -0.38 0.22 0.230
H 3.098326 3.135063 -0.815057 -0.14 -1.71 -0.38 0.688
N -0.127659 -6.281079 2.350585 -0.09 -1.51 -0.93 -0.711
C -1.293301 -1.885308 1.747513 0.29 -0.16 1.65 -0.583
H -0.215574 1.277956 -5.681499 0.35 0.27 0.36 0.379
H 1.087079 -1.238223 -3.025780 -0.15 0.20 -0.88 0.396
H -3.060820 -5.151046 3.556217 -0.69 0.00 -0.10 0.361
O 2.556284 1.683496 -2.907481 4.24 1.21 9.55 -0.483
H -0.653583 1.083499 2.268622 0.35 -0.23 -0.06 -0.315
O 0.971152 0.109803 0.292877 -1.84 1.08 0.49 0.612
```
Positions in Å, forces in eV/Å.

Computed properties:
charge = -1
frontier orbital gap = 8.604 eV
HOMO energy = -6.2 eV
energy above the lowest of the compared OMol25 structures with the same formula, charge and spin = 120.2 kJ/mol
E = -71571.4996 eV
2S+1 = 1
M = 755.0 g/mol

***

3.
Below is the molecule C6H10O2S2 at a distorted geometry, with properties calculated with wB97M-V/def2-TZVPD.

XYZ file:
```
20
Properties=species:S:1:pos:R:3:forces:R:3:mulliken_charge:R:1
C -1.296421 0.708012 -1.539737 -2.22 0.33 -2.83 -1.462
O 1.828025 -1.979728 1.401927 0.64 -0.21 0.90 -0.591
C -2.170704 -0.543362 1.145004 2.77 0.64 2.91 -1.223
C 2.505667 0.198039 0.089048 0.86 1.41 0.94 -0.322
S 1.843483 -1.441218 0.038866 -0.57 -0.17 -1.15 0.325
H -2.551085 0.304480 1.824588 0.08 -1.37 -1.25 0.309
C -0.315090 0.418884 -0.515485 2.26 0.45 2.40 0.395
O 4.227466 2.050876 -0.310972 0.60 0.93 -0.15 -0.466
S 3.825376 0.753699 -0.811030 -2.84 -1.54 2.00 0.401
C -0.624887 -0.165417 0.902729 -1.78 -0.29 -3.09 0.094
C 0.116596 -0.964759 -0.201407 1.43 2.78 2.17 -0.399
H -2.719077 -0.664233 0.229947 -0.22 0.03 -0.19 0.304
H 2.015232 0.763426 1.002328 1.61 -0.66 -1.88 0.373
H -0.359034 -1.725671 -0.656580 -1.83 -2.58 -1.28 0.468
H -0.069248 0.376337 1.651170 -0.02 -0.54 0.44 0.306
H -1.912743 -0.258382 -1.747337 0.90 1.83 0.07 0.251
H -0.775905 1.031965 -2.514326 -0.78 -0.74 1.28 0.351
H 0.601198 1.062176 -0.418631 -1.46 -0.03 -0.55 0.307
H -2.033801 1.566548 -1.336598 1.08 -1.31 0.09 0.272
H -2.135042 -1.491664 1.766499 -0.50 1.04 -0.82 0.308
```
Positions in Å, forces in eV/Å.

Computed properties:
charge = 0
frontier orbital gap (spin up / spin down) = 8.141 / 8.141 eV
HOMO energy (spin up / spin down) = -9.3 / -9.3 eV
energy above the lowest of the compared OMol25 structures with the same formula, charge and spin = 432.2 kJ/mol
E = -32145.1053 eV
2S+1 = 1
M = 178.3 g/mol